<i>
Density functional theory data (ωB97M-V with the def2-TZVPD basis set) for a 2-piece molecular cluster, C2H5FN2O3 overall.

Properties
Total charge: 0
HOMO (spin up / spin down) (eV): -10.53 / -9.17
LUMO level (spin up / spin down) (eV): -1.85 / -1.74
Multiplicity: 1

Structure (XYZ):
```
13
Properties=species:S:1:pos:R:3:lowdin_charge:R:1
C -0.5531 0.9395 0.3292 -0.179
C 0.8228 0.4890 0.0563 -0.214
N -0.8836 -1.1982 -1.8373 0.139
N 1.5333 -0.4370 0.8397 -0.298
O 1.1071 -0.5198 2.0819 -0.016
O 2.4949 -1.0552 0.4033 0.095
O -0.8204 1.2762 1.6696 -0.053
F 1.2806 0.7944 -1.1281 0.156
H -1.0067 -0.2076 -0.1629 0.168
H -0.9815 1.7870 -0.3332 0.165
H -1.0029 -0.6938 -2.6521 -0.033
H -1.5983 -1.8300 -1.5650 -0.013
H -0.3921 0.6554 2.2986 0.083
```

=====

<ii>
Density functional theory data (ωB97M-V with the def2-TZVPD basis set) for a 2-piece molecular cluster, C2H5FN2O3 overall.

Properties
Total charge: 0
HOMO (spin up / spin down) (eV): -8.53 / -8.53
LUMO level (spin up / spin down) (eV): -0.25 / -0.25
Multiplicity: 1
SMILES: N/C(F)=[N+](/[O-])O.C=O

Structure (XYZ):
```
13
Properties=species:S:1:pos:R:3:lowdin_charge:R:1
N -0.4039 1.1879 -0.9621 0.140
C 0.4902 0.6608 -0.1118 -0.426
F 1.0099 1.6373 0.6898 0.084
N 1.3231 -0.4117 -0.2123 -0.261
O 2.0475 -0.7722 0.7048 0.006
O 0.7918 -1.2764 -1.2155 0.018
H -0.6909 2.2452 -0.6887 0.196
H -0.2807 1.1184 -1.9446 0.095
H 0.2032 -2.0492 -0.8922 0.146
C -1.1147 -0.5540 1.1326 -0.159
O -1.3929 -1.5122 0.4048 -0.041
H -1.7120 0.3747 1.2420 0.099
H -0.2706 -0.6487 1.8533 0.102
```

=====

Verdict on stability: <ii> comes out on top.

=====

<i>
Density functional theory data (ωB97M-V with the def2-TZVPD basis set) for an isolated ion of composition C3H4NO and charge +1.

Properties
Total charge: +1
HOMO (eV): -17.05
LUMO level (eV): -6.90
Multiplicity: 1

Structure (XYZ):
```
9
Properties=species:S:1:pos:R:3:lowdin_charge:R:1
C -0.1617 1.0398 0.1438 0.126
C 1.1393 -0.6464 0.0209 -0.128
C -0.9373 -0.1534 0.1017 -0.103
N 0.0170 -1.2332 0.2093 0.146
O 1.1207 0.7199 0.0592 0.155
H -0.3508 2.0540 0.2489 0.157
H 2.1961 -1.2747 -0.2828 0.251
H -1.9480 -0.2394 0.5123 0.173
H -1.0753 -0.2666 -1.0133 0.223
```

=====

<ii>
Density functional theory data (ωB97M-V with the def2-TZVPD basis set) for C3H4NO as an isolated structure.

Properties
Total charge: +1
HOMO (eV): -17.44
LUMO level (eV): -6.01
Multiplicity: 1

Structure (XYZ):
```
9
Properties=species:S:1:pos:R:3:lowdin_charge:R:1
C 0.2114 1.2061 -0.5643 -0.265
C 0.6555 -0.2085 0.3755 0.032
C -0.7352 -0.4225 -0.1756 -0.042
N 1.0638 1.5021 0.1861 0.363
O -0.8458 0.7531 -1.0422 0.181
H 0.6835 -0.5356 1.4772 0.187
H 1.4656 -0.7162 -0.1539 0.145
H -0.8739 -1.3670 -0.7578 0.173
H -1.6249 -0.2115 0.6550 0.226
```

=====

<iii>
Density functional theory data (ωB97M-V with the def2-TZVPD basis set) for an isolated ion of composition C3H4NO and charge +1.

Properties
Total charge: +1
HOMO (eV): -15.48
LUMO level (eV): -6.51
Multiplicity: 1

Structure (XYZ):
```
9
Properties=species:S:1:pos:R:3:lowdin_charge:R:1
C -1.6732 0.1915 0.2978 0.104
C 0.5048 0.6242 -0.1308 0.002
C 0.2845 -0.8652 -0.1653 -0.046
N -0.5724 1.0904 0.1072 0.135
O -1.1163 -0.9979 0.2378 0.011
H -0.2622 2.1031 0.2322 0.243
H 1.5375 0.7980 -0.1754 0.168
H 0.3698 -1.6104 -1.0499 0.203
H 0.9275 -1.3338 0.6463 0.181
```

=====

<iv>
Density functional theory data (ωB97M-V with the def2-TZVPD basis set) for a 2-piece molecular cluster, C3H4NO overall.

Properties
Total charge: +1
HOMO (eV): -16.84
LUMO level (eV): -7.19
Multiplicity: 1

Structure (XYZ):
```
9
Properties=species:S:1:pos:R:3:lowdin_charge:R:1
C 0.1316 -1.0085 -0.0929 0.133
C -1.1247 0.6897 0.0374 -0.199
C 1.0210 0.1358 -0.0904 -0.039
N -0.0073 1.2538 -0.0491 0.141
O -1.1128 -0.6374 0.0923 0.136
H 0.2006 -2.0179 -0.0051 0.143
H -2.5431 1.1672 0.2056 0.317
H 1.6809 0.0804 0.7957 0.188
H 1.7537 0.3370 -0.8935 0.180
```

=====

Verdict on stability: <i> comes out on top.

=====

<i>
Density functional theory data (ωB97M-V with the def2-TZVPD basis set) for an isolated ion of composition C3H4NO and charge +1.

Properties
Total charge: +1
HOMO (eV): -14.19
LUMO level (eV): -5.20
Multiplicity: 1

Structure (XYZ):
```
9
Properties=species:S:1:pos:R:3:lowdin_charge:R:1
C 1.4804 0.0635 0.2919 0.168
C 0.2395 -1.9552 -0.5975 0.294
C -0.9442 0.0325 -0.0004 -0.048
N 0.3692 0.5832 0.2481 -0.059
O -0.7876 -1.3750 -0.4363 -0.006
H 2.4385 0.3239 0.3933 0.056
H -1.6819 0.1709 0.8103 0.167
H -1.3464 0.5026 -1.0179 0.207
H 0.2326 1.6537 0.3086 0.221
```

=====

<ii>
Density functional theory data (ωB97M-V with the def2-TZVPD basis set) for an isolated ion of composition C3H4NO and charge +1.

Properties
Total charge: +1
HOMO (eV): -18.22
LUMO level (eV): -8.68
Multiplicity: 1

Structure (XYZ):
```
9
Properties=species:S:1:pos:R:3:lowdin_charge:R:1
C 0.7187 -0.0829 -0.1243 -0.270
C -0.5069 0.7063 -0.0507 0.016
C -0.5903 -0.7917 0.0623 0.074
N 1.9066 -0.1086 -0.6416 0.384
O 2.0556 0.0362 0.6272 0.260
H -0.7656 1.3727 0.7607 0.155
H -0.8927 1.2172 -0.8588 0.113
H -0.8870 -1.0172 1.0126 0.109
H -1.0384 -1.3320 -0.7874 0.158
```

=====

Verdict on stability: <i> comes out on top.

=====

<i>
Density functional theory data (ωB97M-V with the def2-TZVPD basis set) for one molecule with the formula C3H2F2.

Properties
Total charge: 0
HOMO (eV): -11.01
LUMO level (eV): 0.83
Multiplicity: 1
SMILES: C#CC(F)F

Structure (XYZ):
```
7
Properties=species:S:1:pos:R:3:lowdin_charge:R:1
C -0.7523 -1.2120 1.0708 0.114
C -0.2937 -0.4460 0.2407 -0.009
C 0.4713 0.6768 -0.5189 -0.396
F -0.0813 1.0081 -1.7506 0.027
F 1.7104 0.2136 -0.5859 0.077
H -1.4646 -1.8848 1.4285 0.016
H 0.4102 1.6444 0.1154 0.171
```

=====

<ii>
Density functional theory data (ωB97M-V with the def2-TZVPD basis set) for C3H2F2 as an isolated structure.

Properties
Total charge: 0
HOMO (eV): -11.62
LUMO level (eV): -0.05
Multiplicity: 1

Structure (XYZ):
```
7
Properties=species:S:1:pos:R:3:lowdin_charge:R:1
C 0.3204 -0.5663 0.4807 0.125
C -0.8172 -1.0693 0.8119 0.028
C -0.9363 0.3233 0.4335 -0.245
F -1.5816 -2.5277 1.2494 -0.170
F -1.0939 1.2678 1.3941 0.022
H 1.3729 -0.6261 0.3552 0.103
H -1.3880 0.6666 -0.4918 0.137
```

=====

Verdict on stability: <i> comes out on top.

=====

<i>
Density functional theory data (ωB97M-V with the def2-TZVPD basis set) for a 2-piece molecular cluster, C6H7ClS overall.

Properties
Total charge: 0
HOMO (eV): -8.38
LUMO level (eV): -0.30
Multiplicity: 1
SMILES: C=C/C=C/Cl.C=C=S

Structure (XYZ):
```
15
Properties=species:S:1:pos:R:3:lowdin_charge:R:1
C 0.7955 -2.5951 0.2060 0.022
C 0.6263 -1.4460 -0.4779 -0.204
C -0.6073 -0.8455 -0.8190 -0.252
C -1.7668 -1.0557 -0.1709 -0.583
Cl -3.1388 -0.0995 -0.5967 0.552
H -0.0571 -3.0284 0.5970 0.028
H 1.8172 -2.8821 0.4399 0.060
H 1.5712 -0.9869 -0.9904 0.133
H -0.6318 -0.0531 -1.5754 0.100
H -1.9505 -1.6295 0.7375 0.075
C 1.2394 3.0911 0.5350 -0.094
C -0.0377 2.6913 0.4392 -0.704
S -1.4828 2.1015 0.6368 0.750
H 1.8715 3.0939 1.3811 0.031
H 1.7517 3.6440 -0.3420 0.085
```

=====

<ii>
Density functional theory data (ωB97M-V with the def2-TZVPD basis set) for one molecule with the formula C6H7ClS.

Properties
Total charge: 0
HOMO (eV): -8.45
LUMO level (eV): 0.87
Multiplicity: 1
SMILES: Cl[C@@H]1[C@H]2C=CSC[C@H]12

Structure (XYZ):
```
15
Properties=species:S:1:pos:R:3:lowdin_charge:R:1
Cl 0.0566 3.0963 -0.3151 0.601
C 0.6020 1.6020 0.4921 -0.546
C 0.6525 0.4376 -0.4497 -0.336
C 1.2457 -0.8595 -0.4991 -0.178
C 0.4179 -1.9174 -0.4123 -0.420
S -1.3534 -1.8096 -0.2566 0.900
C -1.6586 -0.0426 0.2295 -0.410
C -0.3445 0.4434 0.6950 -0.348
H 1.3420 1.8742 1.2502 0.105
H 0.1776 0.7009 -1.4046 0.140
H 2.3464 -0.9942 -0.7246 0.126
H 0.8552 -2.9164 -0.5486 0.073
H -2.3868 -0.0076 1.0049 0.066
H -1.9811 0.6146 -0.5605 0.080
H 0.0286 -0.2218 1.4993 0.148
```

=====

<iii>
Density functional theory data (ωB97M-V with the def2-TZVPD basis set) for one molecule with the formula C6H7ClS.

Properties
Total charge: 0
HOMO (eV): -8.76
LUMO level (eV): 0.19
Multiplicity: 1
SMILES: S[C@H]1C=CC=C1CCl

Structure (XYZ):
```
15
Properties=species:S:1:pos:R:3:lowdin_charge:R:1
S 0.6700 2.3568 -0.0038 0.759
C 0.4061 0.6582 -0.6347 -0.632
C 1.6024 -0.2032 -0.8465 -0.089
C 1.3192 -1.4271 -0.2959 -0.070
C 0.0190 -1.3950 0.3402 -0.041
C -0.5130 -0.1623 0.2420 -0.377
C -1.8119 0.3385 0.6960 -0.504
Cl -3.0826 0.4323 -0.6468 0.489
H 1.3949 2.0325 1.0994 -0.112
H -0.0372 0.8335 -1.6089 0.113
H 2.4472 0.1376 -1.4235 0.104
H 1.9812 -2.2646 -0.2562 0.093
H -0.4873 -2.2849 0.8509 0.143
H -2.1724 -0.4021 1.4273 0.084
H -1.7357 1.3495 1.0608 0.040
```

=====

Verdict on stability: <iii> comes out on top.

=====

<i>
Density functional theory data (ωB97M-V with the def2-TZVPD basis set) for one molecule with the formula C6H7ClS.

Properties
Total charge: 0
HOMO (eV): -8.79
LUMO level (eV): 0.84
Multiplicity: 1
SMILES: C#C[C@@H](/C=C\Cl)SC

Structure (XYZ):
```
15
Properties=species:S:1:pos:R:3:lowdin_charge:R:1
C -0.3690 2.4129 0.2405 0.110
C 0.2459 1.4467 0.5785 -0.212
C 0.5728 0.1205 0.9906 -0.612
C -0.6486 -0.7657 1.2058 -0.279
C -1.8120 -0.9198 0.5927 -0.512
Cl -2.0758 -0.1065 -0.9440 0.592
S 1.4867 -0.9129 -0.2395 0.838
C 2.8526 0.1765 -0.7023 -0.414
H -0.8959 3.3077 -0.0785 0.051
H 1.1605 0.1079 1.9449 0.122
H -0.5236 -1.3100 2.1564 0.112
H -2.7082 -1.5885 0.8241 0.094
H 3.4901 0.3459 0.1795 0.038
H 3.4809 -0.3712 -1.4170 0.031
H 2.4470 1.0984 -1.1628 0.040
```

=====

<ii>
Density functional theory data (ωB97M-V with the def2-TZVPD basis set) for one molecule with the formula C6H7ClS.

Properties
Total charge: 0
HOMO (eV): -7.73
LUMO level (eV): 0.58
Multiplicity: 1
SMILES: C/C=C1/SCC=C1Cl

Structure (XYZ):
```
15
Properties=species:S:1:pos:R:3:lowdin_charge:R:1
C -0.7726 0.7927 -2.5924 -0.154
C -0.9242 -0.1735 -1.3971 -0.168
C -0.2758 -0.4253 -0.1189 -0.537
S -1.1444 -1.0692 1.1890 0.949
C 0.0714 -0.8067 2.4701 -0.499
C 1.2723 -0.1507 1.8449 -0.201
C 1.0646 0.1478 0.5678 -0.687
Cl 2.2248 0.8521 -0.5255 0.648
H -1.4826 0.7513 -3.5809 0.112
H 0.1797 0.6103 -3.1905 0.055
H -0.6290 1.9020 -2.2778 0.085
H -1.9062 -0.5115 -1.3145 0.037
H 0.6379 -1.6920 2.8732 0.094
H -0.4296 -0.5228 3.3931 0.075
H 2.1139 0.2957 2.6596 0.190
```

=====

Verdict on stability: <i> comes out on top.